1.
{"formula": "C5H12N2O", "method": "ωB97M-V with the def2-TZVPD basis set", "species": ["C", "C", "C", "O", "N", "C", "C", "N", "H", "H", "H", "H", "H", "H", "H", "H", "H", "H", "H", "H"], "coordinates": [[2.613705, 0.238567, 0.941832], [1.279997, 1.051505, 0.774061], [1.025272, 1.031150, -0.780535], [1.869647, 1.350254, -1.602079], [-0.246806, 0.811306, -1.204589], [-1.362311, 0.402309, -0.404910], [-1.379765, -1.145594, -0.181963], [-2.781373, -1.544062, -0.077206], [2.944457, 0.156735, 1.990071], [2.542979, -0.792608, 0.606187], [3.525188, 0.447724, 0.329843], [0.488056, 0.620757, 1.424366], [1.482335, 2.114693, 1.188039], [-0.439178, 0.660585, -2.181870], [-1.441974, 0.964747, 0.532937], [-2.248350, 0.702517, -0.940818], [-0.813286, -1.488438, 0.700381], [-1.056127, -1.411469, -1.167906], [-2.880724, -2.237222, -0.749492], [-3.121742, -1.933456, 0.803650]], "forces_ev_per_a": [[0.78, -0.70, 0.29], [1.90, 0.43, -0.18], [-0.47, 1.58, 0.08], [0.33, -0.53, 0.73], [-0.39, -0.28, 0.55], [0.08, -0.24, 1.41], [-1.42, 2.01, 0.65], [-0.23, 0.43, 1.08], [-0.23, 0.30, -0.29], [-0.91, -0.43, 0.14], [-1.02, 1.19, 0.41], [0.49, 0.13, -0.76], [-0.51, -1.53, -1.14], [0.78, 0.36, -0.21], [0.29, -0.09, -0.09], [-0.43, -0.34, -0.26], [0.40, 0.18, -0.81], [0.80, -1.25, -0.12], [-0.87, -1.53, -1.24], [0.61, 0.32, -0.24]], "lowdin_charge": [-0.12, -0.13, -0.49, 0.04, 0.04, -0.22, -0.23, -0.01, 0.07, 0.06, 0.08, 0.09, 0.14, 0.14, 0.11, 0.11, 0.12, 0.10, 0.03, 0.08], "homo_energy_ev": -9.2, "gap_ev": 10.06, "relative_energy_kj_mol": 167.8, "lumo_energy_ha": 0.032}

2.
{"formula": "C5H12N2O", "method": "ωB97M-V with the def2-TZVPD basis set", "species": ["O", "C", "N", "C", "C", "C", "N", "C", "H", "H", "H", "H", "H", "H", "H", "H", "H", "H", "H", "H"], "coordinates": [[1.054315, 0.055005, 2.739817], [0.385528, 0.213596, 1.730194], [0.813155, 1.081218, 0.709809], [0.605860, 0.503825, -0.592881], [1.794315, -0.110677, -1.313691], [-0.810057, -0.558242, 1.406166], [-1.575543, 0.087584, -2.258696], [-1.976471, -1.150014, -1.688803], [1.793472, 1.223953, 0.886154], [-0.198575, -0.216125, -0.611263], [0.263136, 1.314310, -1.238756], [2.018971, -1.099775, -0.914792], [1.581351, -0.259869, -2.364388], [2.675539, 0.517305, -1.241272], [-1.595900, -0.156044, 0.803707], [-0.959000, -1.383658, 2.075065], [-2.452598, 0.604998, -2.338792], [-1.975446, -1.965839, -2.424435], [-1.301124, -1.495621, -0.862256], [-2.976951, -1.105800, -1.246487]], "forces_ev_per_a": [[-0.61, -0.03, 0.24], [1.04, 0.15, -0.79], [-0.01, -1.76, 0.95], [-0.19, 2.02, -2.19], [0.11, -0.60, 0.58], [0.13, 0.01, 0.23], [-0.33, -1.37, -0.05], [-0.73, 0.86, -0.06], [0.31, 0.67, 0.09], [-0.05, -0.07, 0.48], [0.03, 0.02, -0.06], [0.25, -0.03, 0.18], [-0.26, 0.15, -0.21], [0.19, 0.13, 0.06], [-0.37, 0.14, 0.00], [-0.41, -0.31, 0.04], [0.29, 0.57, 0.30], [0.42, -0.16, 0.06], [0.29, -0.17, 0.20], [-0.10, -0.22, -0.05]], "lowdin_charge": [0.05, -0.54, 0.07, -0.33, -0.06, 0.19, 0.03, -0.26, 0.13, 0.01, 0.10, 0.08, 0.07, 0.07, 0.05, 0.07, 0.03, 0.10, 0.06, 0.07], "homo_energy_ev": -7.7, "gap_ev": 4.45, "relative_energy_kj_mol": 719.5, "lumo_energy_ha": -0.119}

3.
{"formula": "C5H12N2O", "method": "ωB97M-V with the def2-TZVPD basis set", "species": ["C", "C", "N", "C", "C", "N", "H", "H", "H", "H", "H", "H", "H", "H", "C", "O", "H", "H", "H", "H"], "coordinates": [[0.808040, -1.685459, -1.130788], [0.544375, -0.864397, -0.116055], [0.283215, -1.224743, 1.169947], [1.042281, 0.899729, -0.100019], [1.442851, 1.581409, 0.986600], [1.294607, 1.353143, -1.377824], [1.271820, -2.643720, -0.948419], [0.714382, -1.394638, -2.161309], [0.618162, -0.613365, 1.900527], [0.189199, -2.204306, 1.393496], [1.986453, 2.517968, 0.929739], [1.140720, 1.333881, 1.993635], [1.824570, 2.206946, -1.485902], [0.915087, 0.789720, -2.124476], [-2.690330, -0.133476, 0.235154], [-1.523228, 0.044525, -0.543624], [-3.517604, -0.438630, -0.405651], [-2.554712, -0.871646, 1.034025], [-2.969548, 0.805325, 0.722802], [-0.820341, 0.541733, 0.028142]], "forces_ev_per_a": [[0.29, 0.34, -0.25], [2.49, 2.66, 1.02], [0.19, 0.04, 0.42], [0.13, -2.28, -1.10], [-0.73, -0.47, 0.41], [-0.40, -0.76, 0.77], [-0.65, -0.36, 0.19], [0.31, 0.29, -0.15], [0.08, -0.32, -0.07], [0.02, 0.14, -0.10], [-0.15, 0.02, -0.34], [0.14, -0.36, 0.03], [-0.35, -0.37, -0.41], [0.46, 0.58, -0.13], [-0.03, 0.36, 0.30], [0.48, 1.67, 1.17], [0.15, -0.06, -0.07], [0.09, -0.14, -0.14], [-0.15, 0.01, -0.04], [-2.39, -1.02, -1.51]], "lowdin_charge": [0.00, -0.35, 0.10, -0.32, -0.01, 0.08, 0.05, 0.04, 0.08, 0.11, 0.05, 0.03, 0.10, 0.08, -0.16, -0.19, 0.08, 0.07, 0.08, 0.07], "homo_energy_ev": -7.8, "gap_ev": 8.80, "relative_energy_kj_mol": 471.7, "lumo_energy_ha": 0.035}

4.
{"formula": "C5H12N2O", "method": "ωB97M-V with the def2-TZVPD basis set", "species": ["C", "C", "C", "N", "C", "C", "N", "O", "H", "H", "H", "H", "H", "H", "H", "H", "H", "H", "H", "H"], "coordinates": [[-0.109296, 0.138351, -2.620365], [0.534456, -0.252339, -1.524916], [0.700716, 0.588811, -0.307093], [2.008757, 0.418487, 0.263457], [-0.558314, 0.119251, 0.613084], [-0.707196, -1.389834, 0.828844], [-0.403526, 0.841992, 1.872888], [-1.750607, 0.555616, 0.015460], [-0.271044, -0.528705, -3.450736], [-0.509962, 1.134259, -2.715978], [1.022421, -1.218886, -1.481059], [0.535727, 1.649960, -0.517257], [2.195009, -0.545293, 0.515702], [2.146826, 1.025167, 1.061803], [0.220076, -1.822459, 1.199229], [-1.509478, -1.575140, 1.541210], [-0.998549, -1.866249, -0.102159], [-1.223771, 0.702531, 2.453319], [0.398991, 0.506721, 2.393264], [-1.721239, 1.517759, -0.038695]], "forces_ev_per_a": [[0.27, -0.38, 0.37], [0.49, 0.69, -1.03], [-1.66, -1.26, 0.38], [0.22, 0.10, 0.21], [0.91, 0.76, 0.42], [-0.02, 0.44, -0.50], [-0.03, 0.23, 0.13], [-0.19, -0.08, -0.04], [0.08, -0.10, -0.17], [-0.16, 0.15, 0.08], [-0.18, -0.22, -0.03], [-0.05, -0.11, 0.03], [0.03, 0.09, 0.05], [0.05, -0.13, 0.01], [0.05, -0.07, 0.04], [0.05, 0.09, 0.14], [0.11, -0.15, -0.12], [0.01, -0.07, -0.01], [-0.03, -0.01, -0.03], [0.04, 0.03, 0.06]], "lowdin_charge": [0.02, -0.17, -0.35, 0.05, -0.61, -0.02, 0.07, -0.01, 0.05, 0.06, 0.11, 0.14, 0.07, 0.07, 0.08, 0.08, 0.08, 0.08, 0.07, 0.10], "homo_energy_ev": -8.9, "gap_ev": 9.80, "relative_energy_kj_mol": 171.9, "lumo_energy_ha": 0.034}

5.
{"formula": "C5H12N2O", "method": "ωB97M-V with the def2-TZVPD basis set", "species": ["C", "C", "N", "C", "C", "O", "N", "C", "H", "H", "H", "H", "H", "H", "H", "H", "H", "H", "H", "H"], "coordinates": [[2.333174, 1.193846, -2.297466], [0.897463, 0.839208, -1.864571], [0.945509, 1.034854, -0.384393], [0.505669, -0.151212, 0.415502], [-1.012989, -0.053347, 0.735663], [-1.675602, 0.905628, 0.295274], [-1.654001, -1.218192, 1.357253], [-0.782942, -2.213200, 1.939208], [3.008966, 1.618142, -1.564831], [2.391188, 1.737925, -3.165131], [2.921400, 0.328652, -2.604633], [0.103514, 1.400587, -2.411033], [0.688257, -0.136144, -2.195433], [0.281499, 1.824970, -0.204691], [1.029853, -0.096566, 1.391460], [0.846116, -1.151486, 0.090308], [-2.690157, -1.380350, 1.378861], [-0.499343, -3.022264, 1.242559], [0.034995, -1.892398, 2.541092], [-1.394283, -2.884498, 2.759234]], "forces_ev_per_a": [[0.53, -1.71, 0.17], [1.37, 1.68, 0.51], [-1.87, -0.89, -0.03], [-0.01, 1.40, 1.32], [-3.05, -0.86, -1.30], [1.32, -2.16, 1.43], [1.25, 2.14, -0.67], [-2.84, -3.54, 1.69], [-0.66, 0.50, 0.47], [-0.13, 1.88, -2.08], [-0.28, -0.69, 0.14], [0.64, 0.29, 0.76], [-0.22, -1.70, 0.22], [0.71, -1.22, 0.26], [-0.22, 0.22, -0.21], [-0.47, 0.64, -0.66], [1.78, 0.82, -0.13], [0.34, 0.59, -0.02], [0.70, 0.79, -0.03], [1.10, 1.81, -1.87]], "lowdin_charge": [-0.10, -0.25, -0.07, -0.14, -0.38, 0.01, -0.02, -0.16, 0.07, 0.02, 0.06, 0.12, 0.08, 0.11, 0.11, 0.12, 0.15, 0.07, 0.06, 0.13], "homo_energy_ev": -8.9, "gap_ev": 9.75, "relative_energy_kj_mol": 256.6, "lumo_energy_ha": 0.030}

6.
{"formula": "C5H12N2O", "method": "ωB97M-V with the def2-TZVPD basis set", "species": ["H", "N", "C", "C", "N", "C", "O", "H", "H", "H", "H", "H", "H", "H", "C", "C", "H", "H", "H", "H"], "coordinates": [[-0.492540, -1.831546, 1.429914], [0.367181, -1.735626, 0.889034], [0.878761, -0.587736, 0.880924], [2.145120, -0.363596, 0.083754], [1.977080, 0.521484, -1.057446], [0.302720, 0.635334, 1.586634], [-0.106079, 1.650414, 0.702644], [2.502451, -1.331536, -0.276256], [2.902461, 0.074564, 0.739164], [1.303530, 0.120544, -1.703546], [1.612731, 1.417864, -0.747576], [-0.526860, 0.333704, 2.238804], [1.082380, 1.083894, 2.206394], [-0.859649, 1.322754, 0.186714], [-2.194279, 0.406674, -1.400136], [-2.157459, -0.844206, -0.975226], [-2.986639, 1.088824, -1.118206], [-1.459129, 0.804024, -2.087456], [-1.385590, -1.528726, -1.269576], [-2.906189, -1.237106, -0.308556]], "forces_ev_per_a": [[0.01, 0.38, 0.09], [-0.09, -0.95, -0.08], [0.08, 0.65, 0.04], [0.01, -0.12, 0.01], [0.01, 0.22, -0.26], [0.01, -0.36, 0.33], [-0.30, 0.33, -0.32], [-0.01, 0.09, 0.18], [0.06, -0.08, 0.01], [0.06, 0.11, 0.06], [-0.01, -0.16, -0.16], [0.09, -0.08, 0.01], [-0.03, -0.05, 0.07], [0.22, -0.01, 0.13], [-0.16, 0.19, -0.20], [-0.08, 0.11, 0.03], [-0.05, -0.02, 0.08], [0.10, -0.04, -0.05], [0.29, -0.17, -0.11], [-0.21, -0.03, 0.15]], "lowdin_charge": [0.05, 0.15, -0.37, -0.24, 0.01, -0.21, -0.08, 0.11, 0.11, 0.06, 0.06, 0.12, 0.12, 0.04, -0.09, -0.07, 0.06, 0.06, 0.05, 0.05], "homo_energy_ev": -8.9, "gap_ev": 9.73, "relative_energy_kj_mol": 266.0, "lumo_energy_ha": 0.030}